Record 1
Computed, not measured: a molecular structure, C57H46BrMnN2O4P2SSe3Te in a non-equilibrium geometry, with ωB97M-V with the def2-TZVPD basis set.

The value obtained for the highest occupied orbital energy (spin up / spin down) is -1.94 / -1.93 eV. Its spin multiplicity is 6. The calculation puts the frontier orbital gap (spin up / spin down) at 0.1131 / 0.1123 Eh. The charge is -1. The calculation puts the LUMO energy (spin up / spin down) at 1.1337 / 1.1239 eV.

Geometry (Å):
Mn -0.4575 1.4850 0.8209
O -2.5002 -0.6232 0.6082
S -1.1344 -1.0543 0.0581
C -1.5891 -1.7928 -1.5639
C -1.7938 -3.1798 -1.5067
C -2.2442 -3.9380 -2.5735
C -2.4190 -3.2968 -3.7910
C -2.7444 -3.8669 -5.1414
C -3.0636 -2.6009 -6.0159
C -2.6138 -1.4136 -5.1585
C -2.6338 -0.0674 -5.3852
C -2.2183 0.7636 -4.3464
C -1.7560 0.2820 -3.1204
P -1.0020 1.5377 -2.0536
C 0.1604 2.2403 -3.3469
C 0.0087 3.5303 -3.9093
C 1.0351 4.0154 -4.7369
C 2.0373 3.1892 -5.1844
C 2.0995 1.8637 -4.7335
C 1.0937 1.3645 -3.8953
C -2.2833 2.8190 -1.8926
C -1.9157 4.1325 -1.6072
C -2.9106 5.1049 -1.4236
C -4.2599 4.7541 -1.3885
C -4.6086 3.4391 -1.7302
C -3.6355 2.4564 -1.9637
C -1.8500 -1.0875 -2.7669
C -2.2680 -1.9023 -3.8772
C -0.5766 -2.3761 1.2627
C -1.6432 -2.9915 1.9015
C -1.4957 -3.9416 2.9247
C -0.2316 -4.3995 3.2749
C 0.2464 -5.5356 4.1232
C 1.7898 -5.6170 3.8371
C 2.0614 -4.4149 2.9870
C 3.2175 -4.0576 2.3640
C 3.1629 -3.0540 1.3899
C 2.0019 -2.3320 1.1276
P 2.2553 -0.8353 0.1443
C 3.7741 -0.0272 0.7989
C 4.4153 0.9545 0.0396
C 5.5929 1.5805 0.4412
C 6.1746 1.2502 1.6521
C 5.5081 0.3459 2.4875
C 4.3005 -0.2248 2.0940
C 2.8557 -1.4853 -1.4630
C 4.0553 -1.1550 -2.0757
C 4.1928 -1.3447 -3.4544
C 3.3079 -2.1552 -4.1321
C 2.2394 -2.7345 -3.4151
C 2.0835 -2.4678 -2.0518
C 0.7398 -2.7541 1.6131
C 0.8509 -3.8057 2.5878
H -1.5118 -3.7347 -0.6403
H -2.3470 -5.0234 -2.4537
H -3.5965 -4.5770 -5.0691
H -1.8735 -4.4148 -5.5308
H -4.1445 -2.5163 -6.2826
H -2.5254 -2.6358 -6.9873
H -2.8801 0.3532 -6.3751
H -2.3076 1.8570 -4.4891
H -0.8823 4.1259 -3.7137
H 1.0352 5.0777 -5.0462
H 2.8175 3.5207 -5.8769
H 2.9311 1.2376 -5.0436
H 1.0336 0.2976 -3.6517
H -0.8648 4.4190 -1.5997
H -2.5782 6.1381 -1.2500
H -5.0274 5.4967 -1.1338
H -5.6644 3.1636 -1.8867
H -3.9825 1.4564 -2.2490
H -2.6077 -2.5890 1.6393
H -2.3980 -4.3081 3.4131
H -0.2640 -6.4596 3.8367
H 0.0099 -5.3782 5.2000
H 2.0325 -6.5931 3.3825
H 2.3839 -5.5384 4.7854
H 4.1560 -4.5097 2.6686
H 4.0668 -2.7582 0.8534
H 3.9920 1.2464 -0.8926
H 6.0573 2.2739 -0.2646
H 7.0724 1.7382 1.9954
H 5.8813 0.0779 3.5025
H 3.7886 -0.8887 2.7958
H 4.8584 -0.6764 -1.5185
H 5.0665 -0.9475 -3.9624
H 3.4271 -2.4037 -5.1722
H 1.4904 -3.3549 -3.9058
H 1.3276 -2.9785 -1.4354
Se 2.2579 3.3982 -0.8108
Se 1.7103 5.2231 0.5221
Te 2.0510 5.2073 2.9446
Se 2.8917 3.0137 3.4134
Br -4.3286 -0.8249 6.1270
C -2.4347 -0.8766 6.1006
C -1.7310 -1.7234 6.9473
N -0.4215 -1.8946 6.8982
C 0.2410 -1.1446 6.0622
C -0.3964 -0.3168 5.0667
C -1.7580 -0.1073 5.1711
C 0.5539 0.2433 3.9536
O 1.7382 0.2517 4.4462
O 0.1445 0.5520 2.7833
H -2.2825 -2.2588 7.6989
H 1.3192 -1.2090 6.0235
H -2.2338 0.5679 4.4589
C -3.7263 3.9775 3.2832
N -2.4519 4.6739 2.9346
C -2.2072 6.0949 3.3320
C -1.5146 4.0545 2.2143
O -1.7435 2.9894 1.5413
H -4.5065 4.2202 2.5158
H -4.0502 4.3209 4.2718
H -3.4841 2.9073 3.2004
H -3.0844 6.4640 3.8813
H -2.1181 6.7515 2.4385
H -1.2961 6.1236 3.9293
H -0.5229 4.5515 2.1751

Here are the Löwdin charges for atoms 1 to 8, given in e: 0.844 -0.523 0.877 -0.252 -0.072 -0.013 -0.160 -0.107

Record 2
Computed, not measured: a molecular structure, C57H47AsBr2GeIrN2O3Te, with ωB97M-V with the def2-TZVPD basis set.

The value obtained for the highest occupied orbital energy (spin up / spin down) is -0.35 / -0.33 eV. Its spin multiplicity is 2. Its relative energy (zero: lowest compared OMol25 entry of this formula, charge and spin) is 0.191 eV. The calculation puts the frontier orbital gap (spin up / spin down) at 0.1462 / 0.1454 Eh. The charge is -2. The calculation puts the LUMO energy (spin up / spin down) at 3.6256 / 3.6241 eV.

Geometry (Å):
Ir -0.9548 0.2439 0.3115
C 0.8687 3.3319 -0.7354
C -0.0663 3.6730 0.3815
C -0.1925 5.0083 0.8351
C -1.0310 5.2995 1.8676
C -1.7988 4.2732 2.4633
C -2.6968 4.4579 3.5409
Br -2.9396 6.1850 4.3210
C -3.4016 3.4016 4.0467
C -3.2542 2.1247 3.5078
Br -4.2061 0.6920 4.3037
C -2.4074 1.8277 2.4229
O -2.2820 0.6618 1.9522
C -1.6429 2.9730 1.9273
N -0.7625 2.7107 0.9362
H 1.0013 4.1816 -1.4060
H 0.4922 2.4782 -1.2951
H 1.8446 3.0544 -0.3389
H 0.3853 5.7864 0.3500
H -1.1319 6.3135 2.2324
H -4.0804 3.5473 4.8769
O 2.6983 -0.2733 -1.9574
C 1.5750 -0.1183 -1.5275
N 0.4778 0.0343 -1.1296
C -2.3438 0.4810 -0.8558
Ge -1.9659 0.1342 -2.7852
C -1.0124 1.7038 -3.5236
C -1.6270 2.9460 -3.3297
C -1.0166 4.1314 -3.7205
C 0.2331 4.1052 -4.3255
C 0.8650 2.8839 -4.5210
C 0.2512 1.7041 -4.1181
C -3.7247 0.2851 -3.7139
C -4.7536 1.0092 -3.1081
C -5.9828 1.1834 -3.7358
C -6.2124 0.6259 -4.9868
C -5.2072 -0.1126 -5.5992
C -3.9813 -0.2788 -4.9653
C -1.3387 -1.6334 -3.3993
C -0.0653 -1.9614 -3.8642
C 0.2789 -3.2733 -4.1659
C -0.6449 -4.2947 -3.9995
C -1.9141 -3.9929 -3.5263
C -2.2511 -2.6790 -3.2328
H -2.6015 2.9911 -2.8545
H -1.5184 5.0775 -3.5475
H 0.7143 5.0274 -4.6325
H 1.8479 2.8472 -4.9780
H 0.7869 0.7741 -4.2572
H -4.5907 1.4074 -2.1105
H -6.7664 1.7474 -3.2412
H -7.1709 0.7576 -5.4776
H -5.3804 -0.5629 -6.5712
H -3.2091 -0.8663 -5.4531
H 0.6977 -1.2008 -3.9635
H 1.2846 -3.4978 -4.5037
H -0.3693 -5.3224 -4.2055
H -2.6322 -4.7862 -3.3550
H -3.2446 -2.4661 -2.8488
C 0.7334 -7.6049 -1.9886
C 0.3000 -6.3928 -1.2055
C 1.1820 -5.3602 -0.9267
C 0.7913 -4.2268 -0.2143
C 1.8049 -3.1464 0.0370
C -0.5322 -4.1052 0.2436
Te -1.1179 -2.4625 1.4650
C -1.4427 -5.1319 -0.0712
C -2.8912 -5.0440 0.3258
C -1.0115 -6.2549 -0.7719
H 1.8041 -7.5711 -2.1990
H 0.2096 -7.6701 -2.9473
H 0.5276 -8.5313 -1.4452
H 2.2097 -5.4296 -1.2762
H 2.7583 -3.3867 -0.4402
H 1.9595 -2.9988 1.1081
H 1.4457 -2.1919 -0.3475
H -3.3313 -4.1112 -0.0334
H -3.0037 -5.0205 1.4115
H -3.4528 -5.8915 -0.0770
H -1.7327 -7.0370 -1.0024
O 0.8186 0.2597 1.8681
As 2.0950 0.7315 2.7623
C 3.2697 1.9037 1.7939
C 3.7785 1.3916 0.6018
C 4.5261 2.2091 -0.2329
C 4.7613 3.5308 0.1229
C 4.2412 4.0427 1.3040
C 3.4871 3.2303 2.1419
C 3.1319 -0.8083 3.2626
C 2.4066 -1.9615 3.5456
C 3.0836 -3.1319 3.8537
C 4.4724 -3.1499 3.8719
C 5.1919 -2.0021 3.5719
C 4.5199 -0.8268 3.2587
C 1.4899 1.5656 4.3841
C 0.1286 1.4563 4.6340
C -0.3992 2.0235 5.7885
C 0.4318 2.6913 6.6749
C 1.7968 2.7855 6.4273
C 2.3307 2.2167 5.2808
H 3.5550 0.3773 0.2864
H 4.8807 1.8135 -1.1760
H 5.3302 4.1739 -0.5378
H 4.4006 5.0818 1.5647
H 3.0459 3.6421 3.0414
H 1.3242 -1.9675 3.4515
H 2.5200 -4.0367 4.0426
H 4.9964 -4.0711 4.0977
H 6.2748 -2.0236 3.5625
H 5.0798 0.0656 3.0039
H -0.5025 0.9253 3.9293
H -1.4613 1.9434 5.9781
H 0.0148 3.1430 7.5670
H 2.4431 3.3029 7.1261
H 3.3971 2.2787 5.0915

Here are the Löwdin charges for atoms 1 to 8, given in e: 0.849 -0.009 -0.300 -0.022 -0.048 -0.202 -0.647 0.674

Record 3
Computed, not measured: a molecular structure, C57H47GeN2O2SSrTe, with ωB97M-V with the def2-TZVPD basis set.

The value obtained for the highest occupied orbital energy (spin up / spin down) is -6.79 / -6.82 eV. Its spin multiplicity is 2. Its relative energy (zero: lowest compared OMol25 entry of this formula, charge and spin) is 0.070 eV. The calculation puts the frontier orbital gap (spin up / spin down) at 0.2593 / 0.2051 Eh. The calculation puts the LUMO energy (spin up / spin down) at 0.2624 / -1.2368 eV.

Geometry (Å):
Sr -1.1596 0.2175 -1.5621
C 4.7640 -1.0529 3.0444
C 3.7462 -0.6319 2.0133
C 4.0755 -0.5029 0.6723
C 3.1341 -0.1401 -0.2845
C 3.4679 -0.1971 -1.7310
O 2.6829 -0.6212 -2.5601
C 4.8295 0.2492 -2.1749
C 5.3878 -0.3346 -3.3085
C 6.6233 0.0841 -3.7723
C 7.2996 1.1074 -3.1185
C 6.7404 1.7050 -1.9980
C 5.5118 1.2703 -1.5212
C 1.7982 0.1713 0.1003
O 0.9582 0.6236 -0.7479
C 1.4373 -0.0210 1.4758
C 2.4257 -0.4070 2.3780
C 0.0438 0.0924 1.9390
N -0.9704 0.2030 1.1468
C -2.3318 0.3120 1.7040
C -2.6591 1.6357 2.3745
Te -2.2983 3.3630 1.1349
C -0.3812 3.8064 1.9182
C -0.2420 4.6562 3.0145
C 1.0154 4.9231 3.5384
C 2.1447 4.3453 2.9673
C 2.0117 3.5108 1.8670
C 0.7532 3.2465 1.3379
C -0.1136 0.0045 3.4319
C 0.3099 1.0471 4.2502
C 0.1709 0.9550 5.6277
C -0.3695 -0.1889 6.1996
C -0.7627 -1.2448 5.3876
C -0.6350 -1.1484 4.0094
H 5.7409 -1.2151 2.5891
H 4.4714 -1.9821 3.5390
H 4.8840 -0.2979 3.8235
H 5.0901 -0.7248 0.3522
H 4.8310 -1.1126 -3.8137
H 7.0607 -0.3803 -4.6459
H 8.2617 1.4402 -3.4853
H 7.2610 2.5093 -1.4956
H 5.0711 1.7295 -0.6445
H 2.1622 -0.5662 3.4193
H -2.5461 -0.5051 2.3981
H -3.0179 0.1952 0.8598
H -2.0952 1.7985 3.2876
H -3.7182 1.6579 2.6295
H -1.1202 5.1021 3.4632
H 1.1133 5.5797 4.3929
H 3.1250 4.5460 3.3789
H 2.8859 3.0481 1.4254
H 0.6543 2.5782 0.4897
H 0.7507 1.9346 3.8061
H 0.4919 1.7761 6.2547
H -0.4733 -0.2628 7.2738
H -1.1656 -2.1477 5.8277
H -0.9204 -1.9800 3.3745
C 0.4314 2.9889 -3.1232
C -0.9290 3.5102 -2.7429
C -1.1720 4.9000 -2.7004
C -2.4202 5.3379 -2.3827
C -3.4547 4.4156 -2.1159
C -4.7469 4.8573 -1.7661
C -5.7130 3.9313 -1.4977
C -5.4220 2.5603 -1.5801
C -4.1708 2.0662 -1.9129
S -4.0231 0.3156 -2.0018
C -3.1441 3.0318 -2.1865
N -1.8733 2.6307 -2.4882
H 1.1615 3.7943 -3.1788
H 0.3860 2.5128 -4.1051
H 0.8035 2.2542 -2.4038
H -0.3633 5.5861 -2.9115
H -2.6427 6.3969 -2.3257
H -4.9426 5.9205 -1.7127
H -6.7133 4.2426 -1.2253
H -6.2073 1.8446 -1.3776
C -6.1249 -4.1261 -0.7363
C -5.5270 -3.3028 0.2080
C -4.1863 -2.9693 0.0882
C -3.4260 -3.4616 -0.9718
C -4.0386 -4.2834 -1.9200
C -5.3806 -4.6143 -1.8025
Ge -1.5570 -3.0053 -1.1366
C -0.4315 -3.5315 0.3385
C -0.9560 -4.2275 1.4312
C -0.1317 -4.6077 2.4808
C 1.2223 -4.2924 2.4522
C 1.7516 -3.5971 1.3737
C 0.9291 -3.2140 0.3229
C -0.8058 -3.2837 -2.8970
C -1.4695 -2.7156 -3.9906
C -0.9631 -2.8575 -5.2750
C 0.2132 -3.5656 -5.4799
C 0.8818 -4.1311 -4.4008
C 0.3786 -3.9891 -3.1165
H -7.1730 -4.3795 -0.6476
H -6.1078 -2.9059 1.0300
H -3.7385 -2.3013 0.8162
H -3.4668 -4.6653 -2.7583
H -5.8457 -5.2505 -2.5441
H -2.0096 -4.4814 1.4554
H -0.5437 -5.1530 3.3206
H 1.8631 -4.5868 3.2731
H 2.8012 -3.3349 1.3519
H 1.3529 -2.6538 -0.5051
H -2.3954 -2.1654 -3.8408
H -1.4869 -2.4145 -6.1117
H 0.6115 -3.6758 -6.4798
H 1.7989 -4.6827 -4.5611
H 0.9106 -4.4306 -2.2825

Here are the Löwdin charges for atoms 1 to 8, given in e: 1.181 -0.052 -0.277 0.004 -0.087 -0.302 0.086 -0.153

Record 4
Computed, not measured: a molecular structure, C57H49CaCl2N11O4P2SSe2 in a non-equilibrium geometry, with ωB97M-V with the def2-TZVPD basis set.

The value obtained for the highest occupied orbital energy is -2.03 eV. Its relative energy (zero: lowest compared OMol25 entry of this formula, charge and spin) is 0.398 eV. The calculation puts the frontier orbital gap at 0.2075 Eh. The charge is -2. The calculation puts the LUMO energy at 3.6151 eV.

Geometry (Å):
Ca -0.0052 0.3271 0.0816
Cl 3.4743 -5.4196 1.8950
C 3.1624 -3.7842 1.3810
C 1.9436 -3.4812 0.8028
C 1.6410 -2.1835 0.3780
N 0.4199 -1.8156 -0.1629
C -0.3844 -2.6797 -0.7733
O -0.2049 -3.8712 -1.0699
C -1.7029 -2.0558 -1.1893
C -2.7117 -2.8868 -1.6752
C -3.9255 -2.3333 -2.0344
C -4.0941 -0.9600 -1.9088
C -3.0346 -0.2085 -1.4276
N -1.8658 -0.7368 -1.0746
C 2.6135 -1.1595 0.5530
C 3.8413 -1.5013 1.1248
C 4.1167 -2.7918 1.5376
Cl 5.6746 -3.1406 2.2405
N 2.2835 0.1515 0.2169
C 3.2302 0.9781 -0.2124
O 4.4098 0.7334 -0.5238
C 2.8145 2.4369 -0.2934
C 3.8328 3.3746 -0.5013
C 3.5220 4.7173 -0.5500
C 2.1896 5.0935 -0.4223
C 1.2497 4.0960 -0.2299
N 1.5446 2.8030 -0.1388
H 1.2041 -4.2560 0.6833
H -2.5056 -3.9456 -1.7443
H -4.7328 -2.9544 -2.4063
H -5.0312 -0.4812 -2.1625
H -3.1337 0.8608 -1.3000
H 4.5942 -0.7402 1.2574
H 4.8389 3.0002 -0.6216
H 4.2965 5.4626 -0.6902
H 1.8867 6.1316 -0.4747
H 0.1988 4.3583 -0.1516
C -3.8458 1.9552 -4.8002
C -2.4500 2.4220 -5.2076
N -1.3940 1.5577 -4.7103
C -0.9269 0.5149 -5.6022
C 0.1843 0.9911 -6.5361
C -0.8549 1.7453 -3.4628
S 0.4883 0.8467 -2.9859
N -1.5068 2.7000 -2.7619
C -1.5130 2.8303 -1.4456
O -1.0743 2.0568 -0.5689
C -2.2399 4.0740 -0.9811
C -2.8885 4.0674 0.2508
C -3.5613 5.1992 0.6907
C -3.5736 6.3504 -0.0835
C -2.9250 6.3618 -1.3132
C -2.2704 5.2264 -1.7635
H -4.6072 2.6109 -5.2305
H -3.9309 1.9800 -3.7143
H -4.0312 0.9345 -5.1424
H -2.2851 3.4238 -4.8161
H -2.3711 2.4509 -6.2984
H -1.7851 0.1600 -6.1814
H -0.5518 -0.3041 -4.9907
H -0.1388 1.8526 -7.1264
H 0.4771 0.1909 -7.2194
H 1.0469 1.2777 -5.9358
H -2.8879 3.1577 0.8393
H -4.0797 5.1797 1.6424
H -4.0901 7.2366 0.2672
H -2.9343 7.2587 -1.9218
H -1.7693 5.2130 -2.7219
Se -5.5657 -1.2150 5.6906
P -5.0279 0.3869 4.4177
C -6.4615 0.7662 3.3568
C -6.8742 -0.2455 2.4922
C -7.9828 -0.0580 1.6862
C -8.6902 1.1368 1.7457
C -8.2774 2.1449 2.6013
C -7.1601 1.9639 3.4064
C -4.7096 1.9181 5.3547
C -3.7051 2.8063 4.9862
C -3.5071 3.9637 5.7266
C -4.3122 4.2395 6.8215
C -5.3193 3.3548 7.1866
C -5.5126 2.1915 6.4589
C -3.7134 0.2581 3.2249
C -2.6041 -0.5403 2.8863
N -2.1217 -0.0528 1.7349
N -2.8710 0.9777 1.3819
N -3.8229 1.1966 2.2573
P -1.9564 -1.9688 3.7671
Se -0.1081 -2.7947 3.2508
C -3.3089 -3.1717 3.4940
C -3.6248 -4.2182 4.3526
C -4.6067 -5.1327 4.0086
C -5.2703 -5.0257 2.7953
C -4.9252 -4.0153 1.9104
C -3.9434 -3.0991 2.2531
C -1.8459 -1.3145 5.4721
C -1.9585 -2.0897 6.6206
C -1.7067 -1.5358 7.8639
C -1.3272 -0.2064 7.9765
C -1.1768 0.5639 6.8336
C -1.4214 0.0094 5.5867
H -6.3211 -1.1775 2.4636
H -8.2995 -0.8445 1.0122
H -9.5658 1.2796 1.1233
H -8.8243 3.0795 2.6423
H -6.8275 2.7566 4.0638
H -3.0926 2.5964 4.1180
H -2.7225 4.6556 5.4451
H -4.1522 5.1426 7.3989
H -5.9490 3.5692 8.0415
H -6.2757 1.4767 6.7425
H -3.1017 -4.3296 5.2906
H -4.8464 -5.9406 4.6894
H -6.0440 -5.7388 2.5364
H -5.4148 -3.9390 0.9469
H -3.6571 -2.3339 1.5405
H -2.2596 -3.1234 6.5481
H -1.8143 -2.1443 8.7539
H -1.1403 0.2265 8.9521
H -0.8639 1.5983 6.9069
H -1.2709 0.6044 4.6945
N 1.2632 2.3594 3.7267
C 0.4434 1.9017 2.7091
N -0.4128 2.8228 2.1754
O 0.4178 0.7145 2.4180
H 1.5375 3.3263 3.7258
H 1.9835 1.7011 3.9756
H -0.1286 3.7872 2.1683
H -0.8488 2.5016 1.3050

Here are the Löwdin charges for atoms 1 to 8, given in e: 1.239 0.598 -0.701 -0.126 -0.261 -0.044 -0.492 -0.008

Molecular weight: 1416.34; 1435.17; 1111.91; 1315.01 (Da)
E: -14888.39801; -12368.56836; -5234.20490; -10586.96186 (Eh)